Entry 1:
Entry from the Open Molecules 2025 dataset: a molecular structure, C43H44N3S2Tl at a distorted geometry (wB97M-V/def2-TZVPD).

## Properties
E ... -76140.335 eV
E_LUMO ... -1.3402 eV
HOMO level ... -6.973 eV
Total charge ... 0
Kohn-Sham gap ... 0.20699 Ha

Each line ends with the Löwdin charge.
Cartesian coordinates (Å):
Tl 1.91315 1.16922 -0.49166  0.728
S 3.99103 2.28678 1.03433  0.353
C 3.18370 3.80191 1.03316  -1.141
N 1.85673 3.92895 0.98762  -0.041
C 1.53141 5.23533 0.67031  -0.310
C 0.17790 5.65861 0.42220  -0.032
C 0.01347 6.95392 0.03018  -0.107
C 1.10691 7.88475 0.01803  -0.104
C 2.40978 7.49924 0.25996  -0.114
C 2.61787 6.18228 0.67074  -0.519
S 4.06996 5.37027 1.05580  0.991
H -0.58322 4.87447 0.45743  0.101
H -0.99514 7.29378 -0.24476  0.100
H 0.87407 8.93246 -0.25166  0.102
H 3.22274 8.21840 0.21797  0.105
C -0.79905 2.17600 2.69958  -0.059
C -2.31071 2.11705 2.36873  -0.368
C -3.00713 0.92136 3.02683  -0.066
C -2.57218 2.31836 0.87500  -0.119
C -3.59577 3.17711 0.48794  -0.059
C -3.85171 3.42817 -0.83058  -0.085
C -3.00883 2.90966 -1.80550  -0.050
C -2.08899 1.93322 -1.51139  -0.149
C -1.20460 1.40039 -2.65245  -0.384
C -0.28757 2.52776 -3.20815  -0.091
C -1.94186 0.71424 -3.80729  -0.071
C -1.85381 1.57403 -0.14965  -0.174
N -1.01874 0.52836 0.14884  0.133
C -1.25209 -0.72423 -0.13348  -0.129
C -0.21099 -1.77160 -0.07305  -0.133
N 1.07750 -1.57295 0.13930  0.112
C 2.05036 -2.54202 0.35772  -0.172
C 3.07113 -2.79322 -0.61090  -0.134
C 4.13585 -3.63491 -0.23222  -0.046
C 4.19715 -4.28098 0.97067  -0.095
C 3.20030 -4.11388 1.87996  -0.047
C 2.11952 -3.22645 1.64334  -0.117
C 1.19068 -2.91648 2.83273  -0.354
C 0.63997 -4.20250 3.52352  -0.066
C 1.89521 -1.97535 3.87024  -0.050
C 3.13610 -2.15147 -1.97918  -0.388
C 4.30401 -1.15688 -2.00347  -0.091
C 3.35172 -3.18395 -3.13457  -0.067
C -0.88814 -3.03842 -0.35439  -0.063
C -0.44314 -4.38345 -0.40497  0.023
C -1.36705 -5.38166 -0.77222  -0.061
C -2.72392 -5.09997 -0.97342  -0.001
C -3.21197 -3.75663 -0.89540  -0.148
C -4.55477 -3.27818 -1.00343  -0.006
C -4.84438 -1.91377 -0.95393  -0.050
C -3.84052 -0.94290 -0.70627  0.019
C -2.53806 -1.39334 -0.49183  -0.065
C -2.25209 -2.77897 -0.61633  -0.088
H -0.63002 2.14008 3.77199  0.076
H -0.30371 3.05172 2.28744  0.055
H -0.23999 1.29865 2.33535  0.064
H -2.78033 3.01269 2.84310  0.134
H -2.65312 -0.01585 2.56670  0.068
H -4.11546 0.94680 2.94541  0.083
H -2.74262 0.88642 4.10936  0.085
H -4.26150 3.57204 1.24826  0.117
H -4.68656 4.08384 -1.15431  0.116
H -3.19388 3.18678 -2.83148  0.114
H -0.51503 0.61233 -2.24444  0.083
H -0.79046 3.12155 -4.00528  0.083
H 0.61254 2.11277 -3.68839  0.070
H 0.02307 3.32172 -2.47213  0.087
H -2.63092 1.38975 -4.36329  0.082
H -2.56799 -0.15917 -3.48781  0.083
H -1.20476 0.36022 -4.53496  0.078
H 4.96983 -3.74958 -0.90722  0.104
H 5.04678 -4.91039 1.21787  0.110
H 3.26807 -4.62355 2.87094  0.125
H 0.34997 -2.35317 2.43739  0.107
H 1.41549 -4.70115 4.14871  0.079
H 0.29457 -4.91326 2.75409  0.075
H -0.19736 -3.96512 4.16590  0.068
H 2.71983 -2.48070 4.37891  0.074
H 1.17693 -1.65903 4.64910  0.080
H 2.27569 -1.05592 3.40035  0.081
H 2.15521 -1.65997 -2.17360  0.116
H 5.22367 -1.77491 -1.99063  0.083
H 4.36688 -0.41069 -1.16955  0.054
H 4.33931 -0.56279 -2.95966  0.096
H 4.23298 -3.85918 -2.95327  0.082
H 3.55557 -2.70636 -4.12847  0.087
H 2.46836 -3.81314 -3.28982  0.072
H 0.57387 -4.66696 -0.13826  0.109
H -0.99349 -6.40912 -0.79994  0.109
H -3.39636 -5.94735 -1.23914  0.124
H -5.32024 -4.00948 -1.19770  0.107
H -5.89695 -1.63671 -1.09840  0.111
H -4.03961 0.14433 -0.69308  0.119


Entry 2:
Entry from the Open Molecules 2025 dataset: a single C19H31N3O2 molecule (wB97M-V/def2-TZVPD).

## Properties
Energy above the lowest of the compared OMol25 structures with the same formula, charge and spin ... 2.168 eV
E ... -28770.509 eV
E_LUMO ... 0.6693 eV
HOMO level ... -7.491 eV
SMILES string ... COc1cccc(N2CCC(N3CCN(C)[C@@H](CCO)C3)CC2)c1
Total charge ... 0
Kohn-Sham gap ... 0.29990 Ha

Each line ends with the Löwdin charge.
Cartesian coordinates (Å):
C 2.80985 -3.96835 1.69946  -0.094
O 2.19873 -4.58086 0.59342  -0.084
C 0.93849 -4.19002 0.23265  -0.274
C 0.38813 -4.86389 -0.85515  -0.030
C -0.88173 -4.52790 -1.27755  -0.087
C -1.60550 -3.53665 -0.64507  -0.041
C -1.06367 -2.83482 0.43664  -0.220
N -1.82674 -1.87805 1.09413  -0.100
C -2.59711 -0.92696 0.32220  -0.157
C -1.74911 0.29513 -0.05575  -0.112
C -1.22660 0.98731 1.21512  -0.314
N -0.40572 2.16984 1.05002  -0.134
C -1.05182 3.45867 1.01746  -0.157
C -1.45696 3.89669 -0.39094  -0.182
N -0.29111 3.94233 -1.25665  -0.187
C -0.65460 4.45730 -2.56096  -0.088
C 0.34903 2.63138 -1.31869  -0.310
C 1.64127 2.66691 -2.14934  -0.134
C 2.62764 3.75403 -1.70590  -0.266
O 3.43858 3.38175 -0.61553  -0.074
C 0.68870 2.15115 0.10879  -0.123
C -0.46072 -0.05051 2.05031  -0.114
C -1.35497 -1.26568 2.31599  -0.165
C 0.22216 -3.18505 0.86551  0.034
H 2.96102 -2.89517 1.53806  0.094
H 3.77981 -4.45230 1.80568  0.092
H 2.23085 -4.11865 2.61708  0.096
H 0.96334 -5.63629 -1.33810  0.111
H -1.32254 -5.05488 -2.11108  0.104
H -2.60808 -3.32777 -0.98270  0.099
H -2.98167 -1.39614 -0.58153  0.105
H -3.45108 -0.60782 0.93078  0.127
H -0.91033 -0.04401 -0.66736  0.118
H -2.35635 0.98374 -0.64539  0.104
H -2.09829 1.30362 1.80306  0.146
H -1.92607 3.45039 1.67128  0.119
H -0.33310 4.19036 1.40371  0.126
H -1.88502 4.90159 -0.34477  0.119
H -2.23152 3.21537 -0.79106  0.116
H 0.23852 4.66867 -3.14380  0.077
H -1.19898 5.39114 -2.42694  0.086
H -1.29460 3.76136 -3.12854  0.095
H -0.33520 1.90348 -1.80045  0.137
H 1.39640 2.81987 -3.20087  0.103
H 2.12382 1.68803 -2.07140  0.119
H 2.07463 4.63285 -1.37027  0.116
H 3.26283 4.03699 -2.55879  0.115
H 3.93271 2.58861 -0.85137  0.090
H 1.10018 1.14274 0.05213  0.124
H 1.46230 2.81683 0.50374  0.124
H 0.43197 -0.36440 1.50864  0.103
H -0.14646 0.40390 2.99004  0.120
H -0.84431 -2.01095 2.92666  0.117
H -2.24154 -0.93843 2.87255  0.125
H 0.67092 -2.66426 1.69362  0.084


Entry 3:
Entry from the Open Molecules 2025 dataset: a gas-phase ion, C2H5O (charge -1) at a distorted geometry (wB97M-V/def2-TZVPD).

## Properties
Energy above the lowest of the compared OMol25 structures with the same formula, charge and spin ... 1.215 eV
E ... -4200.580 eV
E_LUMO ... 5.0203 eV
HOMO level ... -1.887 eV
SMILES string ... CC[O-]
Total charge ... -1
Kohn-Sham gap ... 0.25384 Ha

Each line ends with the Löwdin charge.
Cartesian coordinates (Å):
C 0.23225 -0.64161 0.65228  -0.139
C -0.09833 0.58875 -0.51287  -0.483
O -1.48945 0.51413 -0.96003  -0.511
H 1.24682 -0.80065 0.38554  -0.001
H -0.57628 -1.37168 0.37380  0.042
H -0.19591 -0.22343 1.57251  0.019
H 0.20166 1.65917 -0.28686  0.053
H 0.67925 0.27531 -1.22437  0.020